Record 1
{"formula": "C22H21F3N2O2", "method": "wB97M-V/def2-TZVPD", "homo_energy_ha": -0.284, "smiles": "CCc1nc(Nc2cccc3c2C[C@@H](O)CC3)oc1-c1ccc(C(F)(F)F)cc1", "orbital_gap_ev": 7.997, "e_lumo_ev": 0.27, "charge": 0, "symbols": ["C", "C", "C", "N", "C", "N", "C", "C", "C", "C", "C", "C", "C", "C", "O", "C", "C", "O", "C", "C", "C", "C", "C", "C", "F", "F", "F", "C", "C", "H", "H", "H", "H", "H", "H", "H", "H", "H", "H", "H", "H", "H", "H", "H", "H", "H", "H", "H", "H", "H"], "xyz": [[4.300, -0.342, -2.867], [4.408, -0.350, -1.357], [3.069, -0.603, -0.717], [2.338, 0.512, -0.329], [1.247, 0.058, 0.192], [0.286, 0.945, 0.634], [-1.027, 0.647, 1.082], [-1.292, -0.501, 1.824], [-2.558, -0.713, 2.379], [-3.605, 0.176, 2.129], [-3.360, 1.326, 1.464], [-2.084, 1.598, 0.954], [-1.841, 2.924, 0.238], [-3.128, 3.434, -0.483], [-3.490, 2.536, -1.559], [-4.185, 3.584, 0.565], [-4.535, 2.282, 1.295], [1.215, -1.324, 0.234], [2.387, -1.751, -0.325], [2.750, -3.205, -0.375], [3.976, -3.627, -0.902], [4.333, -4.967, -0.859], [3.542, -5.949, -0.257], [3.914, -7.387, -0.211], [5.214, -7.586, -0.562], [3.160, -8.134, -1.064], [3.741, -7.869, 1.074], [2.287, -5.542, 0.265], [1.892, -4.197, 0.188], [3.500, 0.297, -3.242], [4.161, -1.389, -3.235], [5.243, 0.040, -3.266], [5.166, -1.060, -1.014], [4.747, 0.646, -1.040], [0.478, 1.911, 0.415], [-0.479, -1.160, 2.032], [-2.777, -1.636, 2.915], [-4.599, -0.029, 2.460], [-1.100, 2.763, -0.557], [-1.518, 3.682, 0.982], [-2.841, 4.396, -0.871], [-3.584, 1.638, -1.183], [-5.066, 4.020, 0.082], [-3.743, 4.276, 1.303], [-4.887, 2.549, 2.289], [-5.322, 1.790, 0.728], [4.705, -2.980, -1.343], [5.311, -5.197, -1.270], [1.678, -6.227, 0.764], [0.988, -3.934, 0.695]], "forces_ev_per_angstrom": [[0.563, -0.927, -0.612], [-0.406, 0.284, 0.399], [-0.046, -0.693, 1.052], [0.116, -0.368, -0.486], [0.805, -0.305, -0.336], [-1.110, -1.279, 0.242], [-0.859, 0.629, 0.673], [-0.481, 0.316, 0.327], [-0.184, -0.369, -0.702], [0.907, -1.665, 0.805], [0.265, 1.441, -0.941], [0.713, 0.211, -0.568], [-0.405, -0.474, -0.270], [1.277, -1.666, 0.549], [0.092, 0.333, 0.739], [-0.206, 0.390, 0.299], [0.722, 0.485, -0.561], [-1.643, 1.272, 0.813], [1.919, 0.524, -1.190], [-1.000, 0.515, 0.546], [-0.632, -0.641, 0.261], [0.313, -0.399, 0.203], [-1.174, 1.426, -0.181], [0.464, -0.312, 0.365], [-0.832, -0.089, 0.368], [0.432, 0.220, 0.831], [0.155, 0.035, -1.477], [1.726, 1.608, -1.097], [1.387, -0.373, -0.075], [-0.065, -0.112, 0.163], [-0.040, 0.860, 0.047], [-0.104, -0.133, -0.205], [-0.122, 0.049, -0.074], [-0.219, -0.284, 0.145], [0.264, -0.276, -0.167], [0.245, -0.524, 0.086], [0.252, 0.249, -0.009], [-0.453, -0.199, 0.355], [0.090, 0.313, 0.320], [0.092, -0.251, -0.584], [-0.318, 0.305, -0.745], [0.125, 0.653, -0.181], [-0.014, 0.069, 0.445], [-0.499, 0.088, -0.267], [-0.349, -0.177, -0.007], [-0.186, -0.254, 0.231], [-0.066, 0.490, -0.121], [-0.161, -0.328, 0.054], [-0.921, -1.016, 0.605], [-0.431, 0.352, -0.066]], "lowdin_charge": [-0.103, -0.208, -0.203, 0.174, -0.325, 0.149, -0.162, -0.020, -0.054, -0.063, -0.197, -0.095, -0.084, -0.367, -0.024, -0.155, -0.118, 0.099, -0.134, -0.101, -0.016, -0.007, -0.118, -0.529, 0.119, 0.130, 0.105, 0.010, 0.008, 0.078, 0.083, 0.071, 0.098, 0.114, 0.135, 0.099, 0.106, 0.111, 0.117, 0.135, 0.137, 0.098, 0.123, 0.126, 0.120, 0.120, 0.089, 0.120, 0.101, 0.104]}



Record 2
{"formula": "C22H21FN3O10S", "method": "wB97M-V/def2-TZVPD", "homo_energy_ha": -0.105, "orbital_gap_ev": 3.236, "e_lumo_ev": 0.37, "charge": -1, "symbols": ["C", "C", "O", "C", "C", "F", "C", "O", "O", "C", "C", "O", "H", "H", "H", "H", "H", "H", "H", "H", "H", "H", "C", "C", "C", "C", "C", "S", "O", "O", "N", "C", "C", "C", "N", "O", "O", "C", "C", "C", "C", "N", "O", "O", "C", "C", "C", "H", "H", "H", "H", "H", "H", "H", "H", "H", "H", "H"], "xyz": [[-7.351, -0.831, -3.895], [-6.338, -1.910, -3.584], [-5.233, -1.400, -2.821], [-4.183, -2.257, -2.763], [-2.859, -1.678, -2.364], [-2.833, -0.339, -2.234], [-1.667, -2.348, -2.899], [-1.676, -3.495, -3.299], [-0.602, -1.520, -2.932], [0.485, -1.957, -3.844], [1.336, -0.769, -4.209], [-4.274, -3.432, -3.049], [-8.313, -1.306, -4.146], [-7.543, -0.163, -3.043], [-7.068, -0.267, -4.801], [-6.899, -2.694, -3.047], [-6.001, -2.290, -4.561], [1.082, -2.743, -3.327], [0.032, -2.376, -4.767], [2.252, -1.175, -4.637], [0.821, -0.193, -4.992], [1.588, -0.215, -3.299], [-1.247, 4.728, 2.282], [-0.313, 3.752, 1.649], [1.014, 4.128, 1.405], [1.897, 3.264, 0.760], [1.430, 2.001, 0.366], [2.558, 0.819, -0.244], [2.022, 0.109, -1.364], [3.933, 1.240, -0.147], [2.215, -0.342, 0.972], [2.780, -0.162, 2.262], [3.477, 0.900, 2.829], [3.932, 0.712, 4.155], [4.275, 1.839, 4.995], [4.596, 1.605, 6.188], [4.200, 3.011, 4.561], [3.843, -0.556, 4.806], [3.179, -1.598, 4.183], [2.569, -1.373, 2.947], [1.846, -2.243, 2.029], [2.021, -3.627, 2.207], [2.615, -3.997, 3.256], [1.618, -4.454, 1.360], [1.522, -1.527, 0.856], [0.111, 1.591, 0.628], [-0.747, 2.468, 1.279], [-2.201, 4.248, 2.490], [-0.839, 5.149, 3.203], [-1.406, 5.567, 1.603], [1.395, 5.105, 1.732], [2.950, 3.538, 0.627], [3.679, 1.839, 2.313], [4.253, -0.664, 5.803], [3.171, -2.587, 4.610], [0.885, -1.838, 0.022], [-0.226, 0.580, 0.380], [-1.763, 2.132, 1.508]], "forces_ev_per_angstrom": [[-0.368, 0.588, -0.293], [-0.371, -0.204, -0.010], [-1.197, 0.560, -0.549], [3.788, -0.101, 0.681], [-1.290, -2.699, -1.130], [0.253, 2.054, 0.306], [-3.378, 0.514, 0.724], [1.327, -0.416, -0.265], [2.338, 0.254, -1.157], [-1.050, -0.476, 0.647], [-0.204, -0.208, 0.059], [-1.276, -0.461, -0.200], [0.271, 0.022, 0.103], [0.204, -0.085, -0.303], [0.005, 0.139, 0.599], [0.761, -0.016, -0.069], [0.167, -0.308, 0.586], [-0.465, 0.401, -0.371], [0.178, -0.076, 0.752], [0.205, 0.139, -0.122], [0.256, 0.222, 0.514], [-0.165, 0.147, -0.746], [-0.136, 0.105, 0.105], [0.470, -0.265, -0.194], [0.202, -0.031, -0.150], [-0.179, -0.334, 0.110], [-0.017, 1.154, 0.280], [-0.991, -1.284, -0.179], [0.574, 0.802, -0.055], [-1.314, -0.255, 0.075], [0.595, 0.962, 0.702], [-0.205, -1.064, -0.167], [0.374, 0.437, 0.856], [-1.086, -1.282, -0.482], [0.917, 2.157, 1.851], [-0.553, 0.273, -2.400], [0.062, -2.373, 0.218], [-0.332, 0.815, -0.663], [0.484, 0.397, 0.386], [0.245, -0.183, -0.745], [0.585, 1.452, -0.165], [-0.648, -3.475, 0.382], [-1.157, 0.404, -2.060], [0.584, 1.983, 1.170], [1.516, -0.987, 1.580], [0.249, 0.061, 0.032], [0.168, 0.065, -0.134], [-0.063, 0.161, 0.067], [-0.017, -0.128, -0.001], [-0.141, -0.018, -0.007], [-0.333, -0.411, -0.132], [-0.499, -0.151, -0.079], [-0.235, -0.281, 0.272], [-0.050, 0.026, -0.189], [-0.158, 0.285, 0.184], [0.657, 0.300, 0.000], [0.082, 0.452, -0.094], [0.363, 0.239, -0.131]], "lowdin_charge": [-0.102, -0.261, -0.020, -0.495, -0.171, -0.026, -0.538, 0.034, -0.047, -0.218, -0.093, 0.037, 0.067, 0.074, 0.071, 0.118, 0.123, 0.122, 0.122, 0.070, 0.080, 0.031, -0.050, -0.259, -0.029, -0.053, -0.288, 0.751, -0.258, -0.241, -0.116, -0.148, 0.088, -0.125, -0.317, 0.035, 0.048, 0.023, 0.009, -0.077, -0.073, -0.310, 0.017, 0.076, 0.097, -0.019, -0.005, 0.078, 0.086, 0.088, 0.125, 0.121, 0.109, 0.115, 0.103, 0.162, 0.129, 0.127]}



Record 3
{"formula": "C22H21GaIN6O4S2", "method": "wB97M-V/def2-TZVPD", "homo_energy_ha": -0.396, "orbital_gap_ev": 6.778, "e_lumo_ev": -4.00, "charge": 1, "symbols": ["Ga", "C", "C", "N", "C", "C", "C", "O", "C", "C", "N", "C", "C", "C", "C", "C", "C", "I", "C", "O", "H", "H", "H", "H", "H", "H", "H", "H", "H", "H", "H", "H", "N", "C", "N", "C", "C", "S", "C", "C", "S", "C", "N", "N", "H", "H", "H", "H", "H", "H", "C", "C", "O", "O", "H", "H", "H"], "xyz": [[-0.364, -0.458, -0.372], [-0.602, -0.452, -4.963], [0.731, -0.724, -4.334], [1.735, -1.107, -5.080], [2.944, -1.378, -4.516], [3.202, -1.262, -3.183], [4.587, -1.535, -2.659], [4.601, -2.492, -1.601], [2.129, -0.849, -2.343], [2.385, -0.635, -0.949], [1.575, -0.234, -0.004], [2.202, 0.067, 1.271], [3.516, 0.539, 1.307], [4.152, 0.817, 2.503], [3.478, 0.658, 3.706], [2.156, 0.250, 3.692], [1.527, -0.028, 2.486], [-0.465, -0.575, 2.595], [0.884, -0.592, -2.919], [-0.150, -0.238, -2.210], [-0.461, -0.216, -6.015], [-1.126, 0.359, -4.461], [-1.238, -1.339, -4.896], [3.726, -1.692, -5.196], [5.033, -0.629, -2.246], [5.224, -1.844, -3.488], [4.542, -3.376, -1.978], [3.401, -0.852, -0.647], [4.055, 0.728, 0.388], [5.173, 1.174, 2.487], [3.968, 0.872, 4.646], [1.608, 0.147, 4.619], [-0.008, 2.554, 0.991], [-1.237, 2.243, 0.529], [-1.502, 1.158, -0.176], [-2.860, 1.136, -0.558], [-3.598, 2.137, -0.077], [-2.606, 3.218, 0.840], [-2.706, -1.740, -0.025], [-3.712, -1.723, 0.849], [-1.576, -4.085, 1.564], [-0.829, -3.166, 0.424], [-1.367, -2.071, -0.208], [0.486, -3.366, 0.038], [0.802, 2.128, 0.569], [0.143, 3.437, 1.447], [-4.647, 2.318, -0.243], [-3.996, -2.137, 1.803], [0.885, -4.198, 0.447], [0.646, -3.300, -0.959], [-4.108, -1.842, -2.219], [-3.634, -1.076, -1.009], [-4.638, -1.024, 0.053], [-3.259, 0.223, -1.461], [-5.195, -1.886, -2.214], [-3.717, -2.857, -2.210], [-3.779, -1.345, -3.129]], "forces_ev_per_angstrom": [[0.020, 0.098, -0.403], [0.062, -0.034, -0.034], [0.107, -0.050, -0.165], [0.161, -0.016, 0.120], [-0.245, 0.049, -0.137], [0.093, -0.008, -0.135], [-0.053, -0.108, 0.091], [0.029, 0.056, -0.062], [0.188, 0.014, 0.567], [0.155, -0.265, -0.492], [0.101, 0.115, 0.592], [-0.111, 0.029, -0.162], [0.068, 0.093, -0.089], [-0.015, 0.009, 0.078], [0.025, 0.011, -0.038], [0.166, 0.056, -0.049], [-0.031, -0.048, 0.020], [-0.179, -0.155, 0.251], [-0.310, -0.003, 0.135], [-0.060, 0.086, -0.140], [-0.001, -0.020, 0.005], [0.039, 0.022, 0.010], [0.023, 0.009, 0.025], [-0.062, 0.010, -0.040], [-0.006, 0.047, 0.028], [0.032, -0.026, -0.016], [-0.011, 0.001, 0.000], [0.047, 0.051, 0.032], [-0.036, -0.028, -0.016], [-0.027, -0.012, 0.011], [-0.009, -0.007, -0.031], [0.005, 0.000, -0.022], [-0.103, -0.024, -0.030], [0.227, 0.008, 0.030], [-0.282, 0.005, -0.015], [0.315, -0.291, -0.085], [-0.108, 0.175, 0.101], [-0.099, 0.138, 0.031], [0.227, 0.114, -0.057], [-0.275, -0.109, 0.196], [0.013, 0.064, -0.053], [0.056, 0.098, -0.109], [-0.271, -0.217, 0.104], [-0.087, -0.103, 0.043], [-0.013, 0.010, 0.005], [-0.027, 0.004, 0.011], [0.053, -0.014, 0.012], [0.045, 0.054, -0.045], [0.041, 0.024, -0.006], [0.018, 0.034, 0.005], [0.019, -0.104, -0.054], [-0.013, 0.307, -0.129], [0.251, -0.141, -0.004], [-0.160, -0.033, 0.061], [-0.001, 0.039, -0.008], [-0.037, -0.007, 0.033], [0.044, -0.004, 0.029]], "lowdin_charge": [0.318, -0.004, -0.240, 0.146, -0.072, -0.145, -0.193, -0.053, -0.069, -0.009, 0.051, -0.294, -0.021, -0.049, -0.054, -0.137, -0.599, 1.315, -0.237, -0.012, 0.087, 0.080, 0.091, 0.120, 0.129, 0.126, 0.102, 0.115, 0.119, 0.118, 0.118, 0.099, 0.135, -0.688, 0.061, -0.403, -0.260, 1.137, -0.290, -0.013, 0.689, -1.004, -0.049, 0.076, 0.094, 0.120, 0.106, 0.122, 0.090, 0.099, 0.064, -0.423, 0.025, 0.066, 0.103, 0.101, 0.093]}



Record 4
{"formula": "C22H21N3O5Ru", "method": "wB97M-V/def2-TZVPD", "homo_energy_ha": [-0.534, -0.534], "orbital_gap_ev": [5.954, 5.973], "e_lumo_ev": [-8.57, -8.55], "charge": 2, "symbols": ["Ru", "O", "C", "C", "C", "C", "C", "C", "C", "O", "N", "O", "O", "H", "H", "H", "H", "C", "C", "O", "N", "C", "C", "C", "C", "C", "C", "N", "H", "H", "H", "H", "H", "H", "H", "H", "H", "H", "C", "C", "C", "C", "C", "C", "C", "H", "H", "H", "H", "H", "H", "H"], "xyz": [[0.196, 0.057, -0.006], [-1.158, -1.298, -0.251], [-2.365, -1.289, 0.120], [-3.106, -0.202, 0.597], [-4.511, -0.330, 0.710], [-5.226, 0.752, 1.106], [-4.607, 1.969, 1.430], [-3.239, 2.095, 1.356], [-2.466, 1.009, 0.936], [-1.154, 1.120, 0.899], [-6.696, 0.647, 1.178], [-7.309, 1.671, 1.380], [-7.178, -0.453, 1.012], [-2.875, -2.247, 0.016], [-5.018, -1.258, 0.479], [-5.227, 2.799, 1.742], [-2.742, 3.020, 1.616], [0.745, -1.444, 4.133], [1.032, -0.672, 2.890], [0.395, -0.917, 1.838], [1.991, 0.254, 2.925], [2.414, 0.980, 1.742], [3.057, 0.080, 0.707], [4.380, -0.298, 0.795], [4.917, -1.119, -0.186], [4.108, -1.537, -1.231], [2.791, -1.131, -1.256], [2.270, -0.339, -0.304], [-0.231, -1.911, 4.054], [0.785, -0.804, 5.014], [1.498, -2.228, 4.246], [2.446, 0.442, 3.805], [3.119, 1.749, 2.049], [1.551, 1.515, 1.314], [4.988, 0.055, 1.618], [5.956, -1.419, -0.139], [4.488, -2.173, -2.017], [2.121, -1.450, -2.041], [-0.233, 1.567, -1.448], [0.384, 0.753, -2.429], [1.626, 1.131, -3.028], [2.123, 0.414, -4.075], [1.450, -0.744, -4.521], [0.281, -1.181, -3.912], [-0.266, -0.436, -2.883], [-1.316, 1.621, -1.456], [0.230, 2.513, -1.191], [2.132, 2.022, -2.675], [3.028, 0.733, -4.575], [1.847, -1.295, -5.366], [-0.218, -2.071, -4.269], [-1.210, -0.722, -2.450]], "forces_ev_per_angstrom": [[1.840, 0.718, -1.734], [-0.665, -1.028, -0.044], [0.160, -0.113, -0.143], [-0.212, -0.145, -0.005], [0.095, -0.115, 0.034], [-0.090, 0.083, 0.033], [0.118, 0.056, 0.014], [-0.264, 0.185, 0.095], [0.862, -0.012, 0.052], [-1.202, 0.620, 0.512], [-0.194, 0.010, -0.051], [0.103, -0.028, 0.051], [0.099, 0.049, 0.014], [0.014, -0.044, -0.136], [0.014, 0.012, -0.023], [0.000, -0.009, -0.014], [-0.034, -0.003, 0.015], [0.046, -0.054, -0.003], [-0.029, 0.019, -0.075], [-0.151, 0.293, 0.159], [-0.053, -0.010, 0.008], [0.073, -0.115, -0.059], [-0.135, 0.023, -0.069], [0.095, 0.079, 0.013], [0.039, -0.019, -0.028], [0.075, -0.012, -0.011], [-0.019, 0.009, 0.255], [0.206, -0.651, 0.156], [-0.019, 0.014, 0.010], [0.002, -0.011, -0.013], [-0.017, 0.015, -0.002], [-0.003, 0.012, 0.012], [-0.013, 0.034, 0.018], [-0.017, 0.100, -0.015], [0.004, 0.009, -0.027], [-0.023, -0.007, 0.008], [0.004, -0.007, 0.013], [-0.028, -0.044, 0.068], [-0.850, 0.567, 0.568], [0.083, -0.822, 0.336], [-0.022, -0.069, 0.170], [0.006, -0.050, -0.108], [-0.140, 0.072, 0.076], [0.242, -0.105, -0.196], [0.084, 0.421, 0.092], [-0.015, 0.017, 0.041], [0.103, -0.002, -0.018], [-0.033, 0.003, -0.019], [-0.017, -0.008, -0.013], [0.012, 0.002, 0.028], [-0.006, 0.005, 0.017], [-0.126, 0.057, -0.063]], "lowdin_charge": [1.378, -0.148, -0.086, -0.116, 0.084, -0.115, 0.068, 0.040, -0.298, -0.213, -0.349, 0.117, 0.107, 0.165, 0.144, 0.139, 0.134, 0.049, -0.435, -0.059, 0.119, -0.089, -0.235, 0.021, 0.007, -0.001, -0.085, -0.016, 0.103, 0.106, 0.114, 0.170, 0.150, 0.110, 0.136, 0.134, 0.129, 0.100, -0.054, -0.312, -0.012, -0.030, 0.007, -0.029, -0.001, 0.101, 0.106, 0.137, 0.130, 0.133, 0.131, 0.114]}



Respective total energy values: -1410.552533; -2265.449386; -4499.137689; -1485.623886 Eh.